Record 1
The following is a quantum chemistry calculation of 9 unconnected molecules or ions with the total composition H18O9 in a non-equilibrium geometry, from the OMol25 dataset.

Last column: Mulliken charge in e.
Positions of all 27 atoms, in Å:
O -4.471 0.486 0.446  -0.88
H -3.670 0.379 1.004  0.36
H -4.450 -0.190 -0.387  0.39
O 1.753 -1.991 1.394  -0.58
H 0.917 -1.384 1.626  0.29
H 1.604 -2.935 1.381  0.36
O -0.523 0.560 0.780  -1.14
H -0.473 1.103 1.444  0.39
H -1.285 0.768 0.176  0.36
O 4.580 0.148 -0.379  -0.81
H 4.451 0.848 0.334  0.40
H 4.100 -0.545 -0.062  0.27
O 0.648 2.053 -1.947  -0.79
H 0.578 1.785 -0.979  0.30
H 1.348 1.605 -2.349  0.34
O 3.016 -2.504 -2.061  -0.65
H 3.114 -1.621 -2.193  0.31
H 3.400 -2.780 -1.260  0.29
O -2.340 -0.064 3.426  -0.78
H -2.520 0.860 3.681  0.43
H -1.465 -0.116 3.406  0.34
O -2.730 2.942 -0.255  -0.72
H -3.341 2.347 0.123  0.36
H -2.861 2.879 -1.187  0.31
O -0.201 -1.586 -1.997  -0.80
H 0.492 -1.321 -1.394  0.27
H 0.331 -1.728 -2.773  0.36

Computed properties:
HOMO (alpha / beta) ... 0.195 / -8.128 eV
Multiplicity ... 2
Orbital gap (alpha / beta) ... 2.781 / 10.953 eV
⟨S²⟩ ... 0.751
Net charge ... -1

=====

Record 2
The following is a quantum chemistry calculation of 2 unconnected molecules or ions with the total composition C3H4N2O in a non-equilibrium geometry, from the OMol25 dataset.

Last column: Mulliken charge in e.
Positions of all 10 atoms, in Å:
N 1.445 0.642 0.047  -0.52
C 1.329 -0.586 0.256  0.17
O 0.104 -1.212 0.075  -0.21
C -0.783 -0.814 -0.820  -0.49
C -2.042 0.698 0.283  0.22
N -3.122 0.491 0.659  -0.40
H 2.387 0.969 0.242  0.25
H 2.060 -1.306 0.624  0.39
H -0.295 -0.015 -1.435  0.34
H -1.082 1.131 0.068  0.26

Computed properties:
HOMO ... -9.139 eV
Orbital gap ... 8.774 eV
Net charge ... 0

=====

Record 3
The following is a quantum chemistry calculation of a gas-phase ion, C6H12N4 (charge +2) in a non-equilibrium geometry, from the OMol25 dataset.

Last column: Mulliken charge in e.
Positions of all 22 atoms, in Å:
H 0.024 2.684 0.291  0.35
N 0.154 1.610 0.520  -0.71
N -0.609 0.835 0.013  0.77
C -1.965 0.890 -0.520  -0.44
C -2.710 -0.256 0.115  -0.58
C -1.626 -1.399 0.042  -0.52
C -0.330 -0.674 0.092  0.30
N 0.859 -1.023 0.049  -0.23
C 1.960 -0.301 0.123  0.56
C 2.840 -0.334 -1.078  -1.27
N 2.366 0.307 1.198  -0.29
H -1.634 0.824 -1.585  0.33
H -2.594 1.801 -0.409  0.39
H -3.582 -0.707 -0.428  0.34
H -2.900 0.063 1.095  0.36
H -1.812 -2.191 -0.670  0.42
H -1.580 -2.135 0.838  0.39
H 2.359 -0.473 -2.006  0.37
H 3.632 -1.085 -0.843  0.38
H 3.344 0.584 -1.077  0.46
H 1.948 0.190 2.132  0.29
H 3.426 0.645 1.252  0.35

Computed properties:
HOMO ... -19.335 eV
SMILES string ... [H]/N=[N+]1\CCC\C1=N\C(C)=[NH2+]
Orbital gap ... 9.073 eV
Net charge ... +2

=====

Record 4
The following is a quantum chemistry calculation of a molecular structure, C22H41Cl3N3O4SiSm in a non-equilibrium geometry, from the OMol25 dataset.

Last column: Mulliken charge in e.
Positions of all 75 atoms, in Å:
C -1.408 3.240 -3.702  -1.51
C -0.104 3.352 -2.964  0.18
H -1.676 4.151 -4.248  0.45
H -2.186 3.019 -2.954  0.13
H -1.397 2.403 -4.417  0.32
C 0.545 4.496 -2.713  0.28
C 0.047 5.840 -3.119  -1.71
H 1.470 4.484 -2.127  0.51
H -1.047 5.909 -3.011  0.39
H 0.303 6.088 -4.161  0.32
H 0.498 6.608 -2.480  0.38
Sm -1.215 -0.556 0.699  0.67
Cl -0.566 -1.582 -1.736  -0.61
Cl -3.279 -1.330 2.089  -0.55
H -1.046 -5.387 3.391  0.35
H -2.083 -6.588 1.214  0.32
C -1.567 -4.491 3.040  -0.92
C -2.517 -5.602 1.002  -0.90
N -1.698 -4.545 1.587  0.22
H -0.999 -3.594 3.292  0.22
C -1.128 -3.609 0.840  0.12
O -0.436 -2.671 1.313  -0.52
H -2.546 -5.449 -0.082  0.29
H -1.343 -3.652 -0.243  0.43
H -2.560 -4.443 3.499  0.32
H -3.540 -5.575 1.401  0.31
H -2.018 3.715 -0.485  0.14
H 0.431 5.177 0.306  0.22
C -2.136 3.838 0.603  -0.99
C -0.045 4.996 1.284  -0.83
N -0.830 3.764 1.259  0.36
H -2.787 3.043 0.983  0.31
C -0.381 2.620 1.794  0.22
O -1.026 1.543 1.735  -0.54
H 0.736 4.912 2.051  0.30
H 0.599 2.697 2.306  0.31
H -2.562 4.827 0.813  0.41
H -0.714 5.837 1.511  0.35
O -0.676 1.967 -1.306  -0.04
C 0.279 2.061 -2.223  -0.24
C 2.027 2.664 -0.480  1.22
C 1.709 2.012 -1.666  -0.08
H 1.215 3.061 0.137  -0.30
C 3.362 2.838 -0.109  -0.87
H 0.186 1.236 -2.952  0.33
C 2.701 1.383 -2.408  -0.55
H 3.596 3.407 0.798  0.38
C 4.373 2.295 -0.912  -0.72
C 4.043 1.553 -2.051  -0.63
H 2.398 0.801 -3.284  0.40
H 5.417 2.469 -0.643  0.35
H 4.828 1.121 -2.680  0.36
Si -4.616 -0.469 -1.351  0.40
Cl -2.904 0.751 -0.857  0.18
C -5.859 -0.153 0.006  -1.04
C -4.123 -2.252 -1.621  -0.55
C -5.362 0.176 -2.927  -1.11
H -5.454 0.421 0.846  0.26
H -6.217 -1.108 0.405  0.33
H -6.713 0.395 -0.416  0.36
H -5.805 1.167 -2.771  0.29
H -6.162 -0.530 -3.200  0.33
H -4.646 0.237 -3.754  0.30
H -3.116 -2.530 -1.284  -0.14
H -4.160 -2.458 -2.701  0.34
H -4.852 -2.899 -1.112  0.34
C 3.526 -0.610 1.224  -1.56
C 2.206 -0.898 0.563  0.97
N 2.258 -1.855 -0.363  -0.06
O 1.155 -0.277 0.877  -0.42
H 3.915 -1.525 1.704  0.45
H 3.385 0.174 1.974  0.27
H 4.259 -0.267 0.474  0.38
H 1.442 -2.025 -0.955  0.03
H 3.147 -2.271 -0.616  0.25

Computed properties:
HOMO (alpha / beta) ... -6.302 / -6.312 eV
Multiplicity ... 6
Orbital gap (alpha / beta) ... 6.465 / 6.646 eV
⟨S²⟩ ... 8.757
Net charge ... 0

=====

Record 5
The following is a quantum chemistry calculation of 2 unconnected molecules or ions with the total composition C4H7NO in a non-equilibrium geometry, from the OMol25 dataset.

Last column: Mulliken charge in e.
Positions of all 13 atoms, in Å:
C -1.573 1.018 0.394  -0.49
C -2.010 -0.301 0.661  -0.30
C -0.908 -1.110 0.549  -0.66
N 0.156 -0.341 0.211  0.08
C -0.239 0.962 0.116  -0.24
H -2.174 1.931 0.441  0.35
H -3.039 -0.495 0.884  0.39
H -0.926 -2.184 0.569  0.34
H 1.075 -0.718 0.064  0.23
H 0.502 1.726 -0.037  0.32
O 2.972 -0.311 -0.930  -0.66
H 3.452 -0.730 -1.658  0.32
H 2.712 0.554 -1.264  0.32

Computed properties:
HOMO ... -8.123 eV
SMILES string ... c1cc[nH]c1.O
Orbital gap ... 8.712 eV
Net charge ... 0

=====

Record 6
The following is a quantum chemistry calculation of a molecular structure, C29H36ClN6OS4Sc, from the OMol25 dataset.

Last column: Mulliken charge in e.
Positions of all 78 atoms, in Å:
Sc -0.403 -0.470 -0.820  0.30
C 1.639 -1.655 -4.217  -0.92
C 2.179 -0.292 -3.814  -0.99
S 2.264 -0.021 -2.028  0.22
C 3.543 -1.228 -1.595  -0.70
C 3.525 -1.575 -0.115  -1.11
S 2.032 -2.436 0.409  0.28
C 2.378 -4.091 -0.231  -0.94
C 1.128 -4.959 -0.237  -0.89
S -0.231 -4.346 -1.255  0.02
C 0.439 -4.582 -2.907  -0.60
C -0.278 -3.659 -3.881  -1.27
S -0.044 -1.880 -3.611  0.22
H 1.621 -1.732 -5.305  0.56
H 2.265 -2.460 -3.837  0.43
H 3.178 -0.146 -4.225  0.52
H 1.553 0.511 -4.207  0.45
H 3.407 -2.128 -2.193  0.25
H 4.499 -0.778 -1.867  0.52
H 4.391 -2.194 0.123  0.61
H 3.609 -0.675 0.496  0.37
H 2.792 -4.006 -1.237  0.41
H 3.135 -4.556 0.402  0.52
H 1.389 -5.967 -0.560  0.51
H 0.723 -5.053 0.772  0.41
H 1.513 -4.388 -2.915  0.26
H 0.286 -5.612 -3.231  0.50
H 0.046 -3.855 -4.903  0.55
H -1.356 -3.821 -3.854  0.45
Cl -3.138 -1.802 5.832  -0.18
C -2.607 -1.752 4.192  -0.12
C -2.175 -2.924 3.564  -0.61
C -1.747 -2.898 2.252  -0.40
C -1.717 -1.697 1.550  0.38
O -1.305 -1.675 0.273  -0.56
C -2.165 -0.527 2.169  0.29
C -2.275 0.711 1.438  -0.42
N -1.732 0.941 0.297  0.27
C -1.949 2.191 -0.339  -0.34
C -2.148 3.381 0.300  0.15
C -2.431 4.549 -0.440  -1.24
C -2.538 4.489 -1.799  -0.93
C -2.321 3.266 -2.479  0.96
C -2.494 3.122 -3.874  -0.60
C -2.319 1.897 -4.441  -1.20
C -1.877 0.828 -3.642  -0.03
N -1.655 0.916 -2.342  0.35
C -1.960 2.124 -1.746  0.62
C -2.626 -0.569 3.494  -0.96
H -2.193 -3.856 4.113  0.48
H -1.441 -3.806 1.748  0.48
H -2.890 1.489 1.892  0.76
H -2.093 3.438 1.381  0.41
H -2.583 5.484 0.081  0.45
H -2.794 5.369 -2.375  0.45
H -2.787 3.979 -4.467  0.46
H -2.480 1.729 -5.496  0.47
H -1.672 -0.122 -4.109  0.60
H -3.001 0.332 3.964  0.45
C -0.365 2.535 4.378  -1.30
C 0.860 3.390 4.070  0.81
C 0.506 4.600 3.212  -1.44
C 1.988 2.544 3.483  -1.13
N 1.559 1.766 2.301  0.67
C 1.255 0.474 2.216  -0.35
N 0.870 0.235 0.983  0.56
N 0.944 1.411 0.332  0.41
N 1.355 2.340 1.104  -1.14
H -1.113 3.113 4.921  0.51
H -0.121 1.659 4.986  0.41
H -0.834 2.185 3.451  0.10
H 1.272 3.753 5.016  0.33
H 0.087 4.302 2.248  0.21
H 1.378 5.224 3.017  0.40
H -0.234 5.214 3.726  0.42
H 2.317 1.799 4.206  0.38
H 2.847 3.139 3.180  0.40
H 1.317 -0.237 3.023  0.38

Computed properties:
HOMO ... -13.325 eV
Orbital gap ... 7.571 eV
Net charge ... +2

=====

Record 7
The following is a quantum chemistry calculation of C2H5BrClN in the gas phase in a non-equilibrium geometry, from the OMol25 dataset.

Last column: Mulliken charge in e.
Positions of all 10 atoms, in Å:
N -1.151 0.698 0.564  -0.38
C -0.486 0.042 -0.395  -0.09
Br -0.070 1.357 -1.989  -0.24
C 0.896 -0.628 0.170  -0.70
Cl 2.372 -1.578 -0.653  -0.21
H -2.194 0.572 0.615  0.22
H -0.638 1.396 1.112  0.24
H -1.031 -0.643 -0.959  0.41
H 1.508 0.137 0.610  0.33
H 0.794 -1.354 0.924  0.40

Computed properties:
HOMO ... -9.625 eV
SMILES string ... N[C@@H](Br)CCl
Orbital gap ... 10.178 eV
Net charge ... 0

=====

Quick rundown of energy relative to the best compared isomer or geometry (same formula, charge and spin), same order as above: 56.9, 124.6, 62.0, 45.1, 19.7, 6.6, 32.0 kcal/mol